{
  "formula": "C25H95N2O26P",
  "method": "wB97M-V/def2-TZVPD",
  "symbols": ["C", "C", "O", "N", "H", "H", "C", "H", "H", "H", "H", "H", "H", "C", "C", "O", "N", "H", "H", "C", "H", "H", "H", "H", "H", "H", "O", "H", "H", "H", "P", "O", "O", "O", "O", "C", "O", "H", "H", "H", "H", "C", "O", "H", "H", "H", "H", "C", "O", "H", "H", "H", "H", "C", "O", "H", "H", "H", "H", "C", "O", "H", "H", "H", "H", "C", "O", "H", "H", "H", "H", "C", "O", "H", "H", "H", "H", "C", "O", "H", "H", "H", "H", "C", "O", "H", "H", "H", "H", "C", "O", "H", "H", "H", "H", "C", "O", "H", "H", "H", "H", "C", "O", "H", "H", "H", "H", "C", "O", "H", "H", "H", "H", "C", "O", "H", "H", "H", "H", "C", "O", "H", "H", "H", "H", "C", "O", "H", "H", "H", "H", "C", "O", "H", "H", "H", "H", "C", "O", "H", "H", "H", "H", "C", "O", "H", "H", "H", "H"],
  "positions_angstrom": [[3.085631, 2.713338, -2.387053], [3.715887, 3.245538, -1.113543], [4.801041, 3.553147, -0.868483], [2.629542, 3.399897, -0.062210], [1.706599, 3.583754, -0.486489], [2.569539, 2.426873, 0.393404], [2.960759, 4.285136, 1.040042], [3.882786, 2.389843, -3.018978], [2.465039, 3.501811, -2.775121], [2.447296, 1.901484, -2.066330], [3.637301, 5.030310, 0.592530], [3.552350, 3.835702, 1.806256], [2.059586, 4.708671, 1.427709], [-3.355559, 3.493136, -0.226309], [-4.307393, 2.341885, 0.138138], [-5.210236, 2.292871, 0.866191], [-3.987434, 0.997826, -0.567750], [-3.139332, 1.177159, -1.218205], [-3.675026, 0.271709, 0.244434], [-5.090024, 0.389765, -1.306019], [-3.237846, 4.128468, 0.651517], [-3.858575, 4.033007, -0.990813], [-2.415437, 3.180514, -0.603220], [-5.204188, 0.870459, -2.291895], [-5.975660, 0.432059, -0.639136], [-4.855913, -0.634075, -1.430652], [2.322176, -1.752508, -0.162413], [1.389869, -0.348065, -1.247297], [2.383717, -2.472273, -0.784153], [2.296317, -1.946847, 0.755370], [-0.707997, 0.004419, -1.027278], [-0.428094, 0.155848, 0.487550], [-1.601897, 1.050612, -1.601657], [-1.128528, -1.418120, -1.308377], [0.759697, 0.205037, -1.724136], [-1.533095, -1.207505, -4.874284], [-2.423726, -1.703881, -3.854640], [-1.217951, -0.159558, -4.941156], [-0.623221, -1.719185, -4.839425], [-1.981334, -1.434830, -5.807281], [-2.044706, -1.370128, -3.026556], [-0.925848, 7.376841, 1.740493], [-0.261319, 6.472298, 0.935190], [-1.002693, 8.322227, 1.193222], [-1.915340, 7.024221, 2.063803], [-0.301802, 7.551335, 2.625997], [-0.298946, 5.651614, 1.379866], [-5.885583, -2.597980, -4.246602], [-5.209351, -1.373055, -4.009629], [-5.441358, -3.441648, -3.727997], [-6.906048, -2.604654, -3.801948], [-5.891248, -2.840001, -5.323232], [-4.255279, -1.492118, -3.855220], [-4.464957, -2.031997, 3.987516], [-4.518711, -1.333940, 2.682428], [-3.482823, -1.911626, 4.527228], [-5.322853, -1.730974, 4.635889], [-4.633323, -3.126066, 3.759845], [-3.839359, -1.673419, 2.048328], [5.497349, -0.448080, -0.959977], [4.353506, 0.317923, -0.545083], [5.179222, -1.011754, -1.905037], [6.260823, 0.256839, -1.311263], [5.834646, -1.053223, -0.148177], [3.691006, -0.218006, -0.155229], [-4.101491, 1.589464, -4.497054], [-3.458645, 2.250336, -3.453772], [-4.404460, 2.288370, -5.309268], [-3.486709, 0.789132, -4.984196], [-5.079675, 1.150939, -4.258607], [-2.654709, 1.765090, -3.251024], [6.315349, -6.075011, -0.142790], [5.592840, -6.607353, -1.255993], [5.690141, -5.478359, 0.554335], [6.538574, -7.040853, 0.349783], [7.226801, -5.559270, -0.461474], [4.978363, -5.963014, -1.651105], [2.743634, 7.869145, 1.382791], [3.792947, 7.477292, 2.223283], [1.819360, 7.275837, 1.337710], [2.440810, 8.961537, 1.422609], [3.177751, 7.718364, 0.344601], [4.624120, 7.642174, 1.790676], [2.953002, -4.205264, -3.189455], [2.321256, -2.990235, -2.759017], [2.892070, -4.416679, -4.283332], [3.975597, -4.219163, -2.786536], [2.344448, -4.973047, -2.667444], [1.382401, -3.149433, -2.658435], [1.348655, -1.818988, 6.237483], [1.681511, -2.167825, 4.857508], [2.199957, -2.138530, 6.752158], [1.247739, -0.683679, 6.232954], [0.431089, -2.309872, 6.594728], [0.912399, -2.149131, 4.290140], [-0.151876, 4.128691, -2.356686], [0.100053, 3.544980, -1.064456], [0.488824, 4.985295, -2.461247], [-0.042895, 3.357289, -3.177664], [-1.165887, 4.499751, -2.404467], [-0.336082, 2.690353, -1.016160], [0.274748, 3.928957, 3.887980], [-0.242460, 4.073125, 2.541708], [0.653853, 2.913983, 3.990649], [1.050412, 4.623565, 4.043498], [-0.499311, 4.080161, 4.709775], [-0.367823, 3.174043, 2.215491], [-0.599793, -3.106222, 1.883515], [-0.613193, -1.810743, 2.551216], [-1.424316, -3.136760, 1.204404], [0.339790, -3.170592, 1.321166], [-0.600545, -3.906484, 2.687348], [-0.467014, -1.149714, 1.850271], [4.058173, -3.279650, 2.115460], [3.008885, -2.350406, 2.386319], [4.976775, -3.009914, 2.627045], [3.888374, -4.329977, 2.401895], [4.246618, -3.283909, 1.045936], [2.731643, -2.495422, 3.296594], [2.068821, 0.601223, 2.661497], [1.606546, 1.557465, 1.713454], [2.195355, -0.399527, 2.155406], [2.979472, 0.907609, 3.080268], [1.354893, 0.413665, 3.483166], [0.734199, 1.152571, 1.313600], [1.670230, -5.963608, 0.066425], [2.251377, -4.735546, -0.309409], [1.506532, -6.068896, 1.188693], [0.727263, -6.211707, -0.391747], [2.392397, -6.734734, -0.228093], [1.567604, -4.204334, -0.827641], [-0.913847, -4.609754, -2.087134], [0.095118, -3.656543, -1.757495], [-1.219026, -5.276004, -1.252495], [-1.762047, -4.211439, -2.684624], [-0.500434, -5.390364, -2.786929], [-0.399721, -2.787209, -1.528694], [-4.034066, -2.985988, -0.527478], [-3.349264, -1.907076, 0.000988], [-4.352892, -2.903495, -1.543205], [-3.370184, -3.881443, -0.542454], [-4.882230, -3.337765, -0.003196], [-2.509316, -1.803591, -0.581528], [-2.836842, 1.618147, 3.254642], [-2.238155, 1.661972, 1.942568], [-3.064202, 2.665881, 3.541040], [-3.749452, 0.968147, 3.242471], [-2.144385, 1.177719, 3.921580], [-1.497535, 1.024162, 1.702774]],
  "atomic_forces_ev_per_a": [[0.7, 0.2, 1.8], [-3.4, -0.8, -1.2], [2.7, 0.8, 0.6], [1.1, -2.3, 0.8], [-0.5, -0.1, -0.1], [-0.7, 0.8, -0.5], [1.1, 1.7, -0.8], [0.2, -0.2, -0.7], [-0.2, 0.3, -0.5], [-0.3, -0.4, -0.3], [-0.5, 0.2, 0.5], [0.1, -0.8, 0.4], [-0.4, 0.3, 0.3], [-1.4, -0.7, 1.3], [2.6, -0.9, -1.5], [-1.8, 0.7, 1.4], [2.0, -0.3, 1.5], [-0.5, -0.8, 1.1], [-0.6, 2.0, -2.2], [-1.2, 0.7, 0.4], [0.0, -0.1, -0.1], [-0.5, 0.7, -0.8], [0.7, -0.5, -0.1], [-0.2, -0.2, 0.8], [0.3, 0.2, -0.7], [0.2, -0.9, -0.4], [-0.1, 2.3, -1.6], [0.4, -0.5, 0.3], [0.3, -0.7, -0.1], [0.0, -1.2, 1.4], [2.8, -0.2, 2.0], [-0.3, 0.5, -0.1], [-0.2, 1.1, -1.0], [-1.0, -1.0, -0.8], [-1.0, 0.5, -0.2], [-0.7, 0.0, -0.1], [0.6, 1.3, -0.3], [-0.8, 0.3, 0.9], [1.5, -1.1, 0.2], [-0.6, -0.3, -0.9], [0.0, -0.3, 0.5], [0.0, 0.9, 0.8], [0.3, 0.5, -1.8], [-0.2, -0.1, 0.2], [0.1, 0.2, -0.1], [-0.3, 0.3, 0.2], [0.1, -1.9, 0.7], [-0.1, -0.2, 0.2], [-0.6, 0.0, 0.2], [0.6, -0.2, 0.1], [0.4, 0.6, -0.7], [-0.3, 0.1, 0.4], [-0.1, -0.3, -0.3], [0.1, -0.9, -1.3], [0.4, -0.4, 1.1], [-1.0, 0.1, -0.6], [0.8, 0.2, -0.8], [0.3, 0.9, 0.5], [-0.6, 0.1, 0.9], [-1.8, 0.5, -2.1], [1.5, 1.7, -0.5], [0.7, 0.1, 1.4], [-0.1, -0.1, 0.5], [0.5, -0.7, 0.3], [-1.0, -1.5, 0.4], [-0.9, -0.5, -2.3], [0.1, 0.2, 0.5], [0.6, 0.0, 0.4], [-0.4, 0.6, 0.6], [0.4, -0.2, 0.6], [0.3, -0.1, 0.3], [-0.7, -1.4, 0.2], [-0.6, 0.8, -0.6], [0.4, -0.1, -0.5], [0.5, 0.9, 0.3], [-0.2, 0.1, 0.2], [0.5, -0.2, 0.4], [0.4, 1.1, -3.3], [-0.7, -0.5, 1.5], [0.5, -0.2, 0.9], [0.5, -1.1, 0.4], [-0.9, 0.4, 0.6], [0.2, 0.2, -0.2], [-1.5, -0.4, 0.7], [1.9, 0.6, -0.8], [0.3, 0.6, 0.7], [-0.3, 0.0, -0.4], [0.9, -0.3, -0.5], [-0.6, -0.3, -0.1], [-1.0, 1.6, -2.5], [0.1, -0.3, 0.8], [1.1, -0.3, 1.2], [0.0, -1.4, 0.6], [0.3, 0.2, -0.2], [-0.8, 0.3, -0.3], [-0.5, -1.4, -0.2], [0.3, 0.7, -0.4], [0.5, 0.2, -0.2], [0.2, 0.9, 0.8], [-0.4, 0.1, 0.0], [-0.4, -0.5, -0.2], [-1.8, -0.9, 0.1], [0.2, 0.1, 0.9], [0.2, 0.0, 0.2], [1.0, 0.9, 0.1], [0.6, -0.1, -1.2], [-0.3, 0.1, -0.2], [1.2, 0.6, 1.5], [0.1, -0.8, 0.1], [-0.7, -0.5, -0.3], [-0.2, -0.3, 0.0], [-0.3, 0.9, -1.1], [-0.1, 0.1, -0.1], [0.4, -0.3, -0.1], [0.5, -1.0, -0.1], [0.2, 0.4, 0.1], [-0.6, 0.3, 0.0], [-0.1, 0.1, -0.1], [-0.2, 0.3, 0.4], [-1.5, -2.0, -1.0], [-1.8, -0.4, -0.5], [0.1, 1.2, 0.7], [1.4, 0.5, 0.4], [0.0, 0.3, -0.2], [1.7, 0.5, 0.2], [0.8, -0.8, 1.4], [-1.3, 1.0, -0.6], [0.3, 0.4, -1.1], [-0.4, 0.3, -0.4], [-0.2, -0.2, 0.2], [0.8, -1.0, 1.0], [0.3, -1.8, -1.3], [-1.9, 0.2, 0.3], [-0.2, 1.0, 0.0], [0.4, 0.2, 0.9], [0.2, 0.9, 0.4], [0.7, -0.5, -0.1], [1.3, -2.3, -0.5], [0.8, 0.9, -0.3], [-0.2, 0.7, -1.0], [-0.2, 0.3, 0.0], [-1.0, 0.4, 1.2], [-0.8, 0.2, 1.0], [-0.6, -0.1, -1.3], [0.5, 0.0, -0.5], [0.0, -0.7, -0.1], [0.6, 0.7, 0.0], [0.7, -0.3, 1.1], [-1.2, 0.4, 0.5]],
  "homo_ev": -9.716,
  "orbital_gap_ha": 0.375
}

{
  "formula": "C22H22N4O2",
  "method": "wB97M-V/def2-TZVPD",
  "symbols": ["O", "N", "N", "N", "O", "C", "C", "C", "C", "C", "C", "C", "C", "C", "C", "C", "C", "C", "C", "C", "C", "N", "C", "C", "C", "C", "C", "C", "H", "H", "H", "H", "H", "H", "H", "H", "H", "H", "H", "H", "H", "H", "H", "H", "H", "H", "H", "H", "H", "H"],
  "positions_angstrom": [[1.065876, -2.589027, -1.093238], [-2.592933, -6.050081, -0.186797], [-3.328613, 0.959815, -1.176395], [-3.148294, 3.204017, -0.803009], [0.139416, 1.832433, -1.194920], [1.012536, -2.362829, 0.078931], [-3.847421, 2.161178, -0.788113], [-1.344393, -6.245953, -0.555626], [-2.976403, -4.911113, 0.381684], [-2.101183, 0.771657, -1.313803], [-1.860440, 3.141178, -0.966110], [5.292645, 2.481971, 1.066305], [4.123087, 3.144880, 1.136865], [5.403402, 1.136783, 0.775593], [-0.343801, -5.236227, -0.222943], [-2.048186, -3.982365, 0.825401], [2.959792, 2.395145, 0.819831], [4.205223, 0.420248, 0.311969], [-1.251544, 1.860286, -1.156354], [-0.712476, -4.097422, 0.516942], [2.983319, 1.067189, 0.396568], [0.223726, -3.138264, 0.954354], [-5.256920, 2.114927, -0.489863], [-1.180504, 4.427388, -0.824591], [0.810026, 0.545526, -1.169769], [0.816644, 0.078030, 1.348818], [1.626881, 0.317981, 0.124576], [1.564126, -1.101489, 0.716523], [-0.916579, -7.155841, -1.074459], [-4.141326, -4.888130, 0.545712], [-1.761003, -0.210613, -1.587097], [6.223098, 3.100423, 1.149588], [4.051962, 4.264688, 1.224193], [6.429382, 0.789372, 0.673182], [0.711140, -5.309492, -0.405537], [-2.404374, -3.084583, 1.399101], [2.048434, 2.928199, 1.047611], [4.229364, -0.543157, -0.145448], [0.060336, -2.643932, 1.831760], [-5.859917, 1.545280, -1.270065], [-5.418064, 1.673531, 0.533999], [-5.623781, 3.212302, -0.389858], [-1.181990, 4.945276, -1.832933], [-0.073499, 4.299684, -0.574717], [-1.656715, 5.036745, -0.081406], [1.527105, 0.597835, -1.966235], [0.249279, -0.303035, -1.315412], [-0.345762, 0.116551, 1.152324], [1.146232, 0.652832, 2.276795], [2.473091, -1.369794, 1.296073]],
  "atomic_forces_ev_per_a": [[0.7, -0.4, -1.0], [-0.5, -1.0, -1.3], [-5.0, -0.2, 1.2], [-0.6, 3.3, 0.9], [-0.8, -0.9, 0.2], [-2.3, 0.8, 1.0], [0.2, -4.4, -1.9], [3.1, 2.0, 0.8], [-1.4, -0.9, 0.7], [3.4, 0.6, -0.5], [1.9, -2.3, 0.0], [2.9, 0.7, 0.2], [-2.7, 0.5, -1.1], [-1.8, -0.9, -1.8], [-1.2, -0.3, 0.4], [-1.8, 1.9, 0.8], [0.4, 1.2, 1.0], [2.1, 1.8, 1.1], [1.5, 2.0, 0.3], [0.1, -1.6, -0.8], [-1.3, -0.1, -0.1], [1.0, 1.1, 0.1], [-3.1, 1.7, 0.9], [3.1, 0.6, -1.4], [2.5, 2.3, 1.1], [-2.5, 0.6, 0.4], [0.9, 0.0, -0.3], [1.5, 0.6, 1.3], [-1.3, 0.9, 0.7], [2.6, 0.5, 0.0], [0.2, -0.4, -0.1], [-0.7, -0.9, 0.2], [0.1, -1.4, 0.3], [-0.4, -0.6, 0.0], [0.2, -0.5, -0.5], [0.3, -0.9, -0.6], [-0.5, -0.3, -0.5], [0.3, -0.7, 0.1], [-0.2, -0.5, -0.4], [0.8, 0.7, 1.2], [0.0, 0.1, -1.1], [0.3, -1.9, -0.3], [-0.1, -0.3, 1.1], [-1.4, 0.1, -0.2], [-0.3, 0.3, 0.2], [0.3, 0.0, -0.6], [-1.8, -1.5, -0.4], [2.4, -0.1, 0.6], [-0.5, -1.4, -1.1], [-0.5, 0.3, -0.4]],
  "homo_ev": -8.577,
  "orbital_gap_ha": 0.335,
  "de_lowest_kcal_mol": 106.29,
  "smiles": "Cc1ncc(OC[C@@]2(c3ccccc3)C[C@H]2C(=O)Nc2ccncc2)c(C)n1"
}

- What is the formula in the second record?
  C22H22N4O2